41
Properties=species:S:1:pos:R:3:mulliken_spin:R:1 method="wB97M-V/def2-TZVPD" gap_ev="8.641 / 8.456" spin_multiplicity=2 mol_weight_g_mol=478.19 charge=+1 lumo_energy_ev="-3.20 / -3.13"
Mn -0.06 0.11 -0.09 0.941
N -1.25 -2.27 1.77 0.002
C -0.64 -1.25 2.48 0.023
C -0.62 -1.35 3.88 -0.007
C -0.04 -0.35 4.62 0.008
C 0.50 0.76 3.97 0.000
C 0.45 0.79 2.60 0.002
N -0.11 -0.20 1.86 -0.042
C -1.49 -2.45 0.43 -0.002
C -2.17 -3.61 0.04 0.003
C -2.44 -3.81 -1.29 -0.005
C -2.05 -2.85 -2.23 0.006
C -1.39 -1.75 -1.77 -0.003
N -1.11 -1.54 -0.46 0.009
H -1.59 -3.01 2.35 -0.001
H -1.06 -2.22 4.36 0.000
H -0.02 -0.42 5.70 0.000
H 0.96 1.57 4.51 0.000
H 0.85 1.62 2.04 0.005
H -2.47 -4.34 0.78 0.000
H -2.96 -4.71 -1.61 0.000
H -2.26 -2.96 -3.28 0.000
H -1.07 -0.96 -2.45 0.002
O -0.68 1.74 -0.73 0.038
N -0.54 3.02 -1.05 0.009
C -1.63 3.55 -1.47 0.002
C -2.85 2.78 -1.55 0.005
N -3.80 2.13 -1.61 0.001
C -1.62 4.93 -1.86 -0.002
N -1.63 6.04 -2.17 0.001
Br 2.06 -2.64 0.09 0.006
C 2.71 -1.03 -0.62 -0.001
C 4.02 -0.97 -1.07 0.000
C 4.50 0.24 -1.55 0.000
C 3.65 1.34 -1.57 0.001
C 2.36 1.19 -1.12 -0.008
N 1.88 0.01 -0.65 -0.002
H 4.65 -1.85 -1.03 0.000
H 5.52 0.32 -1.90 0.000
H 3.98 2.30 -1.93 0.000
H 1.65 2.01 -1.14 0.010